# C22H26BrN9O5Ti

A structure of composition C22H26BrN9O5Ti (ωB97M-V/def2-TZVPD, the Open Molecules 2025 dataset).

Each line ends with the Mulliken charge.
CARTESIAN COORDINATES (ANGSTROEM)
O1 -1.9043 -1.0906 -0.6922  -0.453
H1 0.3099 -4.5881 0.5152  0.398
O2 0.5504 0.9342 3.8708  -0.788
H2 -3.4358 -1.8142 -0.7611  0.328
H3 1.3590 6.4442 2.2701  0.310
C1 -1.3190 -1.5911 -1.7589  0.737
H4 4.1485 4.8128 0.2886  0.317
N1 -0.3973 3.4064 1.2518  -0.550
H5 1.2276 4.5897 -2.6445  0.377
C2 1.5071 2.4804 1.0241  -1.151
C3 4.0685 2.8416 -2.1544  -0.228
Ti1 -0.8782 0.2682 0.2444  0.055
C4 -1.8906 -4.4825 -4.1138  -0.823
H6 5.1514 2.9193 -2.1780  0.367
C5 3.4777 1.6563 -1.8147  -0.966
H7 1.6403 -1.2430 2.8522  0.462
C6 1.1487 -0.5918 2.1263  -0.819
N2 -0.2117 -1.0956 -2.1962  -0.901
H8 3.6831 4.9062 -2.7491  0.403
C7 -1.3040 -3.4214 -3.4450  -0.369
N3 1.6446 3.5785 1.7685  1.111
O3 1.6068 -3.1590 1.8536  -0.810
C8 3.5001 5.5943 0.6876  -1.501
H9 2.3089 1.8290 0.7322  0.444
H10 1.9498 0.0172 1.6856  0.006
N4 0.4349 -1.3335 1.1037  0.624
H11 3.5868 3.3050 2.3223  0.328
C9 0.1921 0.3454 2.8544  0.859
O4 -4.0347 -2.4615 -1.2095  -0.778
C10 -0.1518 -3.6132 0.3502  -0.188
C11 2.0480 1.5371 -1.8010  0.224
H12 -0.0762 -3.3866 -0.7152  -0.127
C12 2.3451 6.5193 2.7270  -1.530
C13 -1.9817 -2.7150 -2.4533  0.381
N5 0.4276 4.1474 1.8919  -0.556
N6 0.1338 0.0193 -1.4409  0.730
C14 0.7050 -2.6435 1.1594  0.285
O5 -0.9608 0.4686 2.2844  -0.512
H13 2.5587 5.5268 0.1411  0.255
N7 1.2786 2.6283 -2.0970  -0.430
N8 -1.5615 -3.6427 0.7711  -0.450
Br1 -2.9664 1.7608 -0.0447  -0.654
C15 3.2751 5.4374 2.1848  0.678
C16 2.7960 4.0278 2.5279  -1.081
H14 4.2408 5.5326 2.6970  0.344
H15 -1.7919 -4.5407 1.1742  0.210
C17 3.2651 3.9460 -2.4773  -0.708
H16 2.1380 -0.5693 -1.5112  0.300
H17 -0.2945 -3.1051 -3.6732  0.471
C18 1.4731 0.2945 -1.5132  -0.133
H18 2.2186 6.4264 3.8073  0.387
H19 4.0736 0.7838 -1.5712  0.349
H20 -1.7337 -2.9304 1.4709  0.193
H21 -1.3399 -5.0172 -4.8780  0.363
C19 -3.2952 -3.0959 -2.1326  0.300
C20 1.8894 3.7563 -2.4123  -0.179
N9 0.2399 2.3496 0.7094  0.913
H22 2.7543 7.5093 2.5134  0.417
C21 -3.8851 -4.1644 -2.8097  -0.667
H23 -4.8977 -4.4354 -2.5380  0.407
H24 -3.6687 -5.6818 -4.2999  0.344
H25 3.9507 6.5634 0.4636  0.504
C22 -3.1923 -4.8518 -3.7896  -0.286
H26 2.5411 3.9512 3.5873  0.458

Forces on the atoms, in the same order (eV/Å):
0.0734 0.2219 0.4369
-0.0481 0.0335 -0.0744
-0.0003 0.0356 -0.0698
-0.1456 -0.1032 -0.0602
0.0023 0.0119 0.0013
0.1137 -0.0351 -0.5278
0.0132 -0.0070 -0.0171
0.1168 0.1704 0.1741
-0.0239 0.0418 -0.0036
-0.0896 0.1371 0.1606
-0.0455 -0.1085 0.0383
0.7178 -0.1268 -0.6228
-0.0173 -0.0021 0.0044
0.0189 0.0068 -0.0018
0.2191 0.0947 0.0179
-0.1227 0.0084 -0.0411
0.1386 0.1347 0.1091
-0.3792 0.1229 0.0699
0.0136 0.0217 -0.0056
0.0048 0.0093 0.0127
-0.2068 -0.1204 -0.1923
-0.0308 0.0164 -0.0019
0.0151 -0.0220 -0.0241
0.0199 -0.0626 -0.0570
0.0135 -0.0725 0.0822
-0.3126 0.2060 0.2316
-0.0273 0.0128 -0.0140
0.1301 -0.0422 0.1430
0.0346 0.1093 0.1144
0.0605 0.0328 0.0272
-0.3650 -0.5414 -0.1170
-0.0101 0.0702 0.0192
0.0011 0.0031 -0.0170
0.0376 -0.0014 0.0166
-0.0872 -0.2114 -0.0842
-1.1098 -0.4240 0.4583
0.2042 -0.2089 -0.2257
-0.1171 0.1192 -0.2956
-0.0193 0.0014 -0.0138
-0.0692 0.2211 0.0240
-0.0803 -0.0941 -0.0278
0.1370 -0.2342 0.0496
0.0184 0.0292 -0.0057
0.0471 -0.0283 0.0721
-0.0080 0.0074 -0.0102
0.0485 0.0816 0.0901
-0.0047 0.1962 -0.0420
-0.0439 0.0536 0.0724
0.0081 -0.0016 -0.0070
1.0123 0.4074 0.3182
-0.0142 -0.0024 0.0207
0.0121 -0.0056 0.0083
-0.0276 0.0356 -0.0906
0.0029 -0.0001 0.0001
0.0259 -0.0573 -0.0417
0.0812 -0.0478 0.0022
0.0816 -0.0757 -0.0375
0.0065 0.0116 0.0020
-0.0154 -0.0067 -0.0168
-0.0100 -0.0052 -0.0002
0.0007 0.0007 -0.0020
-0.0002 0.0051 -0.0008
0.0068 0.0064 0.0085
-0.0061 -0.0292 -0.0366

Calculated values
- molar mass (g/mol) = 624.3
- energy above the lowest of the compared OMol25 structures with the same formula, charge and spin (eV) = 3.446
- strongest force on any atom (hartree/bohr) = 0.025
- charge = -2
- spin multiplicity = 1
- frontier orbital gap (alpha / beta) (eV) = 4.751 / 4.747